Entry 1:
DFT (wB97M-V/def2-TZVPD) results for C15H13Cl6CrN2O6 as an isolated structure.

**Multiplicity**: 2
**LUMO (spin up / spin down)**: -0.68 / -0.17 eV
**Orbital gap (spin up / spin down)**: 7.68 / 8.16 eV

Geometry as XYZ:
```
43
Properties=species:S:1:pos:R:3:forces:R:3
Cr 0.74626 -0.34758 -1.27076 -0.19 -0.48 -0.10
N -0.89798 -3.15467 1.14943 0.00 -0.02 0.00
C -0.16554 -2.45374 0.28788 0.02 0.00 0.02
O -0.31196 -1.22013 0.19887 -0.09 -0.02 -0.05
C 0.87051 -3.10850 -0.57189 -0.01 -0.01 -0.01
C 1.00034 -2.27501 -1.84194 0.05 0.05 0.04
H -1.56170 -2.67524 1.73607 0.02 0.01 0.02
H -0.79525 -4.14964 1.22816 0.00 0.00 0.00
H 0.64446 -4.16531 -0.74083 0.00 0.00 0.01
H 1.80322 -3.06410 0.00204 0.00 -0.02 0.01
H 0.18828 -2.47948 -2.54105 -0.01 0.01 0.02
H 1.95758 -2.44688 -2.33066 0.01 0.01 -0.01
Cl -4.05029 4.46075 -3.67090 0.00 0.00 0.00
C -3.08955 3.08724 -3.28326 0.00 0.02 0.01
C -2.15708 3.15474 -2.25393 0.00 0.00 0.00
Cl -1.94453 4.60144 -1.34881 0.00 -0.01 -0.01
C -1.39543 2.03691 -1.95665 0.03 -0.02 0.00
Cl -0.21450 2.05370 -0.68680 -0.05 0.14 -0.03
C -1.52169 0.82365 -2.64043 0.06 0.04 -0.10
O -0.82746 -0.23262 -2.31532 -0.04 -0.06 0.23
C -2.46662 0.78099 -3.67975 0.00 0.00 -0.02
Cl -2.63281 -0.69749 -4.54151 0.00 0.01 0.01
C -3.23517 1.89304 -3.99398 -0.01 -0.01 -0.01
Cl -4.38165 1.80074 -5.27177 0.00 0.00 0.00
O 4.40861 0.42087 -2.34029 -0.05 -0.08 -0.11
Cl 3.15780 0.59106 -1.71956 0.08 -0.01 0.10
O 3.05380 1.82414 -1.01463 0.13 -0.04 -0.04
O 2.03861 0.47702 -2.69405 -0.05 0.26 0.22
O 2.85692 -0.53795 -0.79700 0.07 0.19 -0.06
N 1.61433 0.63251 1.41281 0.05 0.16 -0.31
C 1.02140 0.47175 2.67444 -0.12 -0.08 -0.05
C -0.05565 1.27244 3.05071 0.03 0.01 0.00
C -0.67951 1.07244 4.27063 0.00 0.00 0.00
C -0.25289 0.06647 5.12826 0.00 -0.01 -0.01
C 0.81388 -0.73565 4.75013 -0.01 -0.01 0.01
C 1.45015 -0.53620 3.53415 -0.02 -0.03 -0.03
H 2.50741 0.17474 1.30253 0.01 -0.02 0.09
H 1.70561 1.59284 1.10914 0.06 0.03 0.14
H -0.40369 2.04751 2.37818 -0.01 0.00 0.01
H -1.51040 1.70683 4.55196 0.00 0.00 0.00
H -0.74235 -0.08568 6.08063 0.00 0.00 0.00
H 1.16363 -1.51884 5.41094 0.00 0.00 0.00
H 2.29089 -1.15910 3.24880 0.00 0.00 0.00
```
Positions in Å, forces in eV/Å.


Entry 2:
DFT (wB97M-V/def2-TZVPD) results for a 5-piece molecular cluster, C15H13Cl8F7N2O2S overall.

**LUMO**: -0.94 eV
**Orbital gap**: 9.05 eV

Geometry as XYZ:
```
48
Properties=species:S:1:pos:R:3:forces:R:3
O 2.04598 2.07138 3.47481 -0.12 -0.61 -0.19
S 0.63985 2.17552 3.22868 0.30 1.02 0.48
O -0.04575 3.36080 3.65332 -0.20 -0.22 -0.21
C 0.26363 1.91266 1.53642 -0.27 -0.11 -0.30
C -0.59394 2.84538 0.90260 -0.02 -0.12 -0.12
C -0.90326 2.66965 -0.41522 0.02 0.02 0.09
C -0.39674 1.56257 -1.13627 -0.02 0.10 -0.03
N -0.75458 1.39984 -2.44405 0.01 -0.09 0.07
C -0.26902 0.34526 -3.03011 0.00 0.05 -0.04
C 0.60036 -0.57634 -2.38226 0.05 -0.09 0.03
N 0.98060 -0.43529 -1.14621 -0.15 0.06 -0.05
C 0.46549 0.64981 -0.49970 0.03 0.07 0.13
C 0.79775 0.85522 0.85436 0.18 -0.09 0.28
C -0.15833 0.81203 4.27169 -0.09 -0.07 0.24
F 0.72486 -0.15995 4.52375 0.00 -0.08 -0.25
F -0.40185 1.44684 5.43094 0.03 0.02 0.06
C -1.53616 0.21586 3.84288 0.17 0.36 -0.35
F -2.31093 1.26000 3.48244 -0.07 -0.09 0.06
F -2.07314 -0.35045 4.93567 0.07 -0.05 0.01
C -1.57709 -0.84683 2.67821 -0.35 -0.28 0.33
F -2.08089 -0.31455 1.57129 0.28 0.13 -0.08
F -0.37559 -1.36196 2.42975 0.05 0.13 -0.10
F -2.38020 -1.84582 3.04134 0.01 -0.03 -0.01
H -0.98066 3.68558 1.45797 -0.01 -0.01 0.09
H -1.54374 3.37067 -0.93082 -0.03 -0.02 -0.07
H -0.53790 0.16734 -4.06512 -0.03 0.06 -0.04
H 0.96653 -1.43444 -2.93223 0.01 0.10 0.04
H 1.45889 0.15041 1.33813 0.10 -0.04 -0.03
Cl 2.09894 -3.41985 -3.93680 0.20 -0.23 -0.24
C 2.99093 -2.84706 -5.35248 -0.02 0.06 0.00
Cl 2.85965 -1.09085 -5.53254 0.04 -0.12 -0.05
H 4.03481 -3.10905 -5.23056 0.01 0.04 0.04
H 2.57439 -3.31673 -6.23515 -0.04 0.02 0.00
Cl 2.26297 2.05756 -5.97866 -0.05 0.13 0.02
C 3.16449 2.60146 -7.40004 0.04 -0.04 -0.04
Cl 3.07157 4.35035 -7.62362 0.00 0.00 -0.01
H 4.20362 2.32579 -7.26853 0.00 0.02 0.03
H 2.74353 2.11991 -8.27401 -0.04 0.02 0.01
Cl -0.77950 -6.98446 -0.82182 0.00 -0.01 0.00
C 0.84714 -6.29780 -0.86767 0.04 -0.04 -0.01
Cl 0.84208 -4.58692 -1.31360 -0.09 -0.01 0.22
H 1.28778 -6.38989 0.11727 -0.03 0.02 0.02
H 1.42796 -6.83950 -1.60415 -0.02 0.01 -0.03
Cl -6.21365 0.75861 6.67714 0.00 -0.01 0.00
C -4.57605 1.42021 6.58074 0.06 -0.02 0.00
Cl -4.57061 3.17738 6.39909 0.01 0.00 0.00
H -4.04969 1.16623 7.49268 -0.03 0.03 0.03
H -4.08244 0.98721 5.72082 -0.04 0.01 -0.03
```
Positions in Å, forces in eV/Å.


In eV/Å, the max |F| values for the records above are, in order, 0.523 1.166.